[1]
ORCA calculation (ωB97M-V with the def2-TZVPD basis set) on a cluster of 6 separate species, C38H82N4O6 in total.

Cartesian coordinates (Å):
1 C 2.421 3.650 0.295
2 C 1.117 3.623 -0.454
3 C 0.847 2.413 -1.368
4 N -0.540 2.339 -1.899
5 C -0.733 1.152 -2.957
6 C -0.099 1.450 -4.337
7 C -0.513 2.860 -4.879
8 C -0.254 3.931 -3.895
9 C -0.977 3.700 -2.601
10 C -1.561 2.108 -0.759
11 H 2.471 2.903 1.088
12 H 2.454 4.502 0.974
13 H 3.326 3.327 -0.219
14 H 1.197 4.444 -1.167
15 H 0.346 3.733 0.308
16 H 0.985 1.527 -0.748
17 H 1.515 2.376 -2.228
18 H -0.408 0.231 -2.473
19 H -1.812 1.037 -3.063
20 H 0.982 1.425 -4.195
21 H -0.214 0.677 -5.097
22 H 0.031 3.068 -5.801
23 H -1.491 2.893 -5.358
24 H 0.811 3.980 -3.669
25 H -0.473 4.897 -4.350
26 H -0.840 4.491 -1.863
27 H -2.049 3.633 -2.788
28 H -1.546 2.929 -0.042
29 H -1.291 1.103 -0.434
30 H -2.547 2.048 -1.218
31 C 5.050 -4.794 -6.116
32 C 3.901 -4.433 -5.170
33 C 2.883 -3.487 -5.773
34 N 1.635 -3.251 -4.938
35 C 0.755 -2.181 -5.665
36 C -0.668 -2.052 -5.070
37 C -1.454 -3.363 -4.991
38 C -0.654 -4.415 -4.127
39 C 0.805 -4.577 -4.810
40 C 1.955 -2.719 -3.525
41 H 5.774 -3.979 -6.100
42 H 4.711 -5.007 -7.130
43 H 5.629 -5.610 -5.685
44 H 4.283 -4.110 -4.202
45 H 3.382 -5.392 -5.166
46 H 2.484 -3.839 -6.725
47 H 3.272 -2.480 -5.923
48 H 0.776 -2.488 -6.711
49 H 1.224 -1.210 -5.509
50 H -1.324 -1.439 -5.689
51 H -0.587 -1.581 -4.090
52 H -1.565 -3.766 -5.997
53 H -2.438 -3.220 -4.544
54 H -1.139 -5.384 -4.246
55 H -0.512 -4.310 -3.051
56 H 0.707 -4.804 -5.872
57 H 1.489 -5.333 -4.423
58 H 1.146 -2.798 -2.799
59 H 2.299 -1.685 -3.525
60 H 2.697 -3.416 -3.134
61 C 0.052 1.474 3.282
62 C 0.044 2.664 4.233
63 C 1.022 3.774 3.820
64 N 0.915 5.187 4.490
65 C 0.929 5.229 6.047
66 C 2.272 4.558 6.467
67 C 3.488 5.463 6.057
68 C 3.469 5.782 4.550
69 C 2.090 6.142 3.977
70 C -0.384 5.867 4.012
71 H -0.489 0.622 3.693
72 H 1.029 1.040 3.070
73 H -0.395 1.927 2.397
74 H 0.388 2.160 5.136
75 H -0.981 2.974 4.441
76 H 0.818 3.991 2.772
77 H 2.024 3.349 3.883
78 H 0.028 4.722 6.393
79 H 0.981 6.242 6.445
80 H 2.340 3.510 6.172
81 H 2.346 4.470 7.550
82 H 4.420 4.978 6.344
83 H 3.330 6.366 6.647
84 H 3.783 4.935 3.941
85 H 4.197 6.553 4.297
86 H 2.071 6.022 2.894
87 H 1.799 7.179 4.147
88 H -0.579 6.792 4.556
89 H -1.200 5.207 4.306
90 H -0.417 6.007 2.932
91 C -7.532 -2.965 3.229
92 C -6.285 -2.708 2.291
93 C -5.033 -3.021 3.141
94 N -3.755 -2.759 2.401
95 C -3.691 -3.575 1.081
96 C -2.300 -3.552 0.453
97 C -1.195 -4.138 1.372
98 C -1.297 -3.456 2.716
99 C -2.722 -3.378 3.342
100 C -3.382 -1.260 2.208
101 H -8.343 -2.431 2.734
102 H -7.367 -2.503 4.203
103 H -7.762 -4.021 3.374
104 H -6.267 -1.630 2.132
105 H -6.381 -3.320 1.394
106 H -4.969 -4.064 3.451
107 H -4.871 -2.410 4.028
108 H -4.032 -4.584 1.312
109 H -4.401 -3.003 0.483
110 H -2.224 -4.037 -0.520
111 H -2.102 -2.554 0.061
112 H -1.259 -5.226 1.411
113 H -0.182 -4.030 0.985
114 H -0.613 -4.010 3.359
115 H -0.895 -2.446 2.646
116 H -3.039 -4.353 3.710
117 H -2.573 -2.881 4.301
118 H -4.264 -0.707 1.883
119 H -2.565 -1.091 1.507
120 H -3.129 -0.804 3.165
121 O 0.177 -1.013 0.643
122 C 1.388 -0.849 0.196
123 O 1.614 -0.714 -1.042
124 O 2.331 -0.765 0.995
125 H 0.582 -1.047 1.513
126 O 4.603 -2.040 1.708
127 C 4.383 -3.335 1.366
128 O 5.133 -4.331 1.558
129 O 3.413 -3.803 0.712
130 H 3.741 -1.701 1.457

As for the charge: +1. Its energy above the lowest of the compared OMol25 structures with the same formula, charge and spin is 0.000 eV. Its LUMO energy (alpha / beta) is -1.862 / -1.872 eV. As for the HOMO-LUMO gap (alpha / beta): 0.0932 / 0.1174 Eh. Its spin multiplicity is 2. The HOMO energy (alpha / beta) comes out at -4.398 / -5.068 eV.



[2]
ORCA calculation (ωB97M-V with the def2-TZVPD basis set) on a structure of composition C38H83NO9Si2.

Cartesian coordinates (Å):
1 C -1.898 -1.464 -1.923
2 C -2.219 -2.696 -1.461
3 C -3.085 -2.995 -0.249
4 Si -2.773 -1.796 1.179
5 C -1.527 -2.554 2.372
6 C -0.115 -1.958 2.228
7 C 0.559 -2.439 0.923
8 C 2.005 -2.950 1.092
9 C 3.075 -2.062 0.432
10 C 4.262 -2.861 -0.149
11 C 5.626 -2.225 0.146
12 C 5.997 -1.135 -0.857
13 C 7.377 -0.509 -0.555
14 C 7.379 1.012 -0.783
15 O -4.163 -1.520 2.060
16 Si -5.503 -0.976 1.270
17 C -6.433 0.247 2.333
18 C -5.613 1.478 2.704
19 N -5.326 2.279 1.490
20 C -6.466 3.112 1.092
21 C -6.678 3.089 -0.419
22 C -4.149 3.065 1.741
23 C -2.892 2.644 1.040
24 O -4.156 4.010 2.490
25 O -6.438 -2.299 0.945
26 C -7.852 -2.134 0.843
27 C -8.512 -3.435 0.338
28 C -7.550 -4.314 -0.447
29 C -9.848 -3.121 -0.373
30 C -9.875 -3.242 -1.904
31 C -9.481 -1.930 -2.596
32 C -11.340 -3.547 -2.302
33 H -0.863 -1.235 -2.159
34 H -2.656 -0.704 -2.089
35 H -1.831 -3.574 -1.976
36 H -2.804 -3.992 0.093
37 H -4.144 -3.014 -0.542
38 H -2.153 -0.558 0.657
39 H -1.503 -3.633 2.201
40 H -1.913 -2.389 3.382
41 H 0.499 -2.322 3.054
42 H -0.194 -0.872 2.290
43 H 0.587 -1.592 0.233
44 H -0.059 -3.193 0.435
45 H 2.249 -3.017 2.154
46 H 2.065 -3.968 0.702
47 H 2.628 -1.465 -0.363
48 H 3.462 -1.376 1.189
49 H 4.162 -2.948 -1.232
50 H 4.237 -3.858 0.293
51 H 6.387 -3.008 0.086
52 H 5.638 -1.795 1.150
53 H 5.254 -0.335 -0.839
54 H 6.057 -1.584 -1.850
55 H 8.127 -0.941 -1.216
56 H 7.629 -0.686 0.491
57 H 8.385 1.369 -1.008
58 H 7.071 1.538 0.120
59 H 6.753 1.287 -1.631
60 H -5.134 -0.342 -0.016
61 H -7.316 0.559 1.767
62 H -6.823 -0.253 3.224
63 H -6.151 2.122 3.407
64 H -4.673 1.189 3.177
65 H -6.377 4.134 1.468
66 H -7.375 2.720 1.554
67 H -5.940 3.715 -0.921
68 H -6.604 2.062 -0.772
69 H -7.658 3.495 -0.670
70 H -2.812 1.562 0.962
71 H -2.059 3.011 1.639
72 H -2.831 3.117 0.061
73 H -8.123 -1.292 0.198
74 H -8.229 -1.952 1.853
75 H -8.758 -3.997 1.243
76 H -7.130 -3.831 -1.329
77 H -8.080 -5.215 -0.763
78 H -6.725 -4.657 0.173
79 H -10.102 -2.080 -0.147
80 H -10.666 -3.703 0.054
81 H -9.296 -4.076 -2.294
82 H -8.407 -1.748 -2.594
83 H -10.017 -1.102 -2.126
84 H -9.839 -1.952 -3.626
85 H -12.033 -2.958 -1.702
86 H -11.539 -4.598 -2.077
87 H -11.500 -3.414 -3.370
88 C 3.828 4.543 6.909
89 O 2.645 3.934 6.444
90 C 2.058 4.589 5.334
91 C 1.444 3.606 4.363
92 O 2.376 2.851 3.607
93 C 3.128 1.841 4.258
94 C 2.331 0.625 4.673
95 O 1.515 0.897 5.799
96 C 0.265 0.248 5.758
97 H 3.608 5.450 7.484
98 H 4.328 3.827 7.560
99 H 4.501 4.789 6.081
100 H 2.798 5.199 4.803
101 H 1.267 5.258 5.699
102 H 0.893 4.192 3.623
103 H 0.720 2.961 4.864
104 H 3.693 2.242 5.101
105 H 3.852 1.509 3.510
106 H 3.029 -0.177 4.950
107 H 1.727 0.283 3.824
108 H -0.233 0.407 4.794
109 H -0.357 0.676 6.542
110 H 0.378 -0.828 5.938
111 C 9.343 -1.103 -6.197
112 O 8.529 0.033 -6.382
113 C 7.503 0.167 -5.417
114 C 7.256 1.613 -5.053
115 O 8.267 2.214 -4.262
116 C 9.523 2.492 -4.861
117 C 9.511 3.607 -5.882
118 O 8.904 3.201 -7.096
119 C 8.155 4.216 -7.722
120 H 8.833 -2.016 -6.526
121 H 10.239 -0.964 -6.802
122 H 9.646 -1.211 -5.150
123 H 7.746 -0.392 -4.506
124 H 6.575 -0.250 -5.833
125 H 6.362 1.635 -4.424
126 H 7.035 2.211 -5.940
127 H 9.978 1.590 -5.274
128 H 10.155 2.823 -4.033
129 H 10.552 3.886 -6.096
130 H 8.997 4.479 -5.461
131 H 7.463 4.694 -7.019
132 H 7.573 3.751 -8.516
133 H 8.807 4.979 -8.163

Its LUMO energy is 0.700 eV. As for the HOMO-LUMO gap: 0.3333 Eh. Its spin multiplicity is 1. The HOMO energy comes out at -8.368 eV.



[3]
ORCA calculation (ωB97M-V with the def2-TZVPD basis set) on a cluster of 8 separate species, C38H88N13O13P2S in total.

Cartesian coordinates (Å):
1 C -4.123 5.006 -0.094
2 P -2.344 4.558 -0.017
3 C -1.744 4.537 1.711
4 C -2.084 2.897 -0.822
5 C -1.536 1.820 0.116
6 C -1.292 0.412 -0.496
7 C -2.559 -0.419 -0.698
8 C -3.826 0.037 0.023
9 C -3.889 -0.344 1.501
10 N -3.592 -1.752 1.712
11 C -0.491 -0.288 0.617
12 C -0.111 -1.757 0.380
13 C 1.164 -2.099 1.150
14 C 1.747 -3.470 0.728
15 S 3.352 -3.357 -0.018
16 O 4.341 -3.462 1.006
17 O 3.406 -4.335 -1.054
18 O 3.441 -1.924 -0.688
19 N -0.515 0.578 -1.796
20 C 0.960 0.713 -1.585
21 C 1.859 0.955 -2.793
22 N 3.221 0.781 -2.197
23 N 1.729 -0.120 -3.757
24 N 1.802 2.274 -3.402
25 C -1.232 1.550 -2.674
26 P -0.937 1.333 -4.542
27 O -1.391 -0.236 -4.545
28 O -2.273 2.100 -5.069
29 C -1.347 2.980 -2.164
30 O -0.196 3.811 -2.231
31 C 0.573 3.812 -1.214
32 N 1.256 3.805 -0.241
33 H -4.771 4.238 0.329
34 H -4.351 5.217 -1.129
35 H -4.252 5.906 0.499
36 H -1.950 3.610 2.245
37 H -2.173 5.360 2.270
38 H -0.666 4.678 1.711
39 H -3.086 2.577 -1.112
40 H -2.086 1.746 1.038
41 H -0.541 2.129 0.438
42 H -2.831 -0.479 -1.754
43 H -2.428 -1.458 -0.416
44 H -4.637 -0.518 -0.444
45 H -4.078 1.084 -0.095
46 H -3.261 0.275 2.134
47 H -4.916 -0.141 1.820
48 H -3.426 -1.972 2.679
49 H -4.282 -2.360 1.304
50 H -1.133 -0.264 1.490
51 H 0.389 0.264 0.930
52 H -0.877 -2.402 0.800
53 H 0.012 -2.026 -0.668
54 H 0.995 -2.036 2.218
55 H 1.901 -1.329 0.927
56 H 1.914 -4.054 1.622
57 H 1.045 -3.976 0.080
58 H 4.373 -1.753 -0.884
59 H -0.642 -0.326 -2.262
60 H 1.204 1.349 -0.747
61 H 1.308 -0.266 -1.273
62 H 3.913 0.927 -2.916
63 H 3.362 1.405 -1.410
64 H 2.271 -0.913 -3.447
65 H 2.011 0.183 -4.676
66 H 2.570 2.832 -3.069
67 H 1.854 2.246 -4.410
68 H -2.281 1.252 -2.641
69 H -0.881 -0.659 -5.244
70 H -3.052 1.527 -5.004
71 H -2.065 3.434 -2.834
72 C -6.519 -0.341 -4.149
73 O -5.602 0.298 -3.658
74 N -7.534 -0.888 -3.463
75 C -8.592 -1.638 -4.117
76 C -7.575 -0.723 -2.019
77 H -6.586 -0.524 -5.234
78 H -9.556 -1.162 -3.928
79 H -8.617 -2.658 -3.731
80 H -8.421 -1.671 -5.190
81 H -7.606 0.339 -1.777
82 H -6.671 -1.150 -1.583
83 H -8.450 -1.219 -1.609
84 C -5.898 7.372 2.479
85 O -4.782 6.885 2.536
86 N -6.957 6.940 3.181
87 C -8.263 7.562 3.073
88 C -6.782 5.811 4.081
89 H -6.130 8.231 1.828
90 H -8.574 7.945 4.046
91 H -8.995 6.830 2.728
92 H -8.229 8.387 2.365
93 H -6.026 6.048 4.830
94 H -6.444 4.939 3.519
95 H -7.723 5.584 4.573
96 C -0.904 0.353 -8.250
97 O -0.628 0.676 -7.100
98 N -0.477 -0.758 -8.857
99 C -0.842 -1.077 -10.228
100 C 0.381 -1.678 -8.126
101 H -1.544 0.979 -8.888
102 H -1.377 -2.027 -10.257
103 H 0.057 -1.155 -10.841
104 H -1.481 -0.299 -10.637
105 H -0.134 -2.038 -7.233
106 H 1.292 -1.167 -7.814
107 H 0.638 -2.523 -8.756
108 C 5.394 -5.307 -5.742
109 O 4.269 -4.980 -6.070
110 N 5.812 -5.441 -4.471
111 C 7.170 -5.828 -4.141
112 C 4.863 -5.187 -3.397
113 H 6.183 -5.521 -6.483
114 H 7.163 -6.757 -3.567
115 H 7.645 -5.047 -3.545
116 H 7.749 -5.980 -5.049
117 H 4.017 -5.867 -3.489
118 H 4.491 -4.167 -3.472
119 H 5.340 -5.330 -2.434
120 C 4.900 -4.659 5.523
121 O 5.152 -4.635 6.714
122 N 5.328 -5.597 4.666
123 C 4.979 -5.562 3.258
124 C 6.163 -6.676 5.170
125 H 4.277 -3.887 5.041
126 H 4.434 -6.471 2.992
127 H 5.885 -5.500 2.654
128 H 4.358 -4.700 3.043
129 H 5.629 -7.228 5.943
130 H 7.072 -6.266 5.610
131 H 6.424 -7.348 4.357
132 C 2.305 5.495 2.200
133 O 1.284 5.253 2.819
134 N 3.417 6.025 2.741
135 C 4.605 6.289 1.955
136 C 3.422 6.342 4.161
137 H 2.398 5.290 1.126
138 H 5.449 5.721 2.352
139 H 4.847 7.353 1.989
140 H 4.440 5.998 0.920
141 H 3.233 5.440 4.743
142 H 2.634 7.062 4.382
143 H 4.386 6.760 4.441
144 C 2.637 -4.260 9.866
145 O 1.565 -4.386 10.429
146 N 3.765 -3.823 10.449
147 C 5.008 -3.697 9.708
148 C 3.730 -3.470 11.858
149 H 2.773 -4.501 8.798
150 H 5.775 -4.332 10.159
151 H 5.346 -2.658 9.730
152 H 4.856 -4.002 8.674
153 H 3.427 -4.334 12.450
154 H 3.004 -2.673 12.023
155 H 4.714 -3.138 12.176

As for the charge: +1. Its LUMO energy is -1.655 eV. As for the HOMO-LUMO gap: 0.2780 Eh. Its spin multiplicity is 1. The HOMO energy comes out at -9.219 eV.



DFT total energy per entry: -2166.943379; -2808.499013; -4271.340295 Ha